No. 1
{"formula": "C21H38BiNO3P2", "method": "wB97M-V/def2-TZVPD", "homo_ev": -5.692, "symbols": ["C", "C", "N", "C", "C", "C", "C", "P", "Bi", "P", "C", "C", "C", "C", "C", "C", "C", "O", "O", "H", "H", "H", "C", "C", "H", "H", "H", "H", "C", "C", "H", "H", "H", "H", "H", "H", "H", "H", "H", "H", "H", "H", "H", "H", "H", "H", "H", "H", "H", "H", "H", "H", "C", "C", "C", "C", "O", "H", "H", "H", "H", "H", "H", "H", "H", "H"], "xyz": [[-1.07, 3.32, -2.93], [-1.11, 2.27, -1.96], [0.05, 1.88, -1.29], [1.24, 2.47, -1.61], [1.35, 3.49, -2.58], [0.16, 3.92, -3.23], [-2.33, 1.51, -1.72], [-2.62, 0.39, -0.38], [-0.06, -0.08, 0.23], [2.55, 0.35, -0.08], [2.49, 2.06, -0.79], [-0.46, -1.93, 1.47], [-0.98, -1.73, 2.72], [-0.69, -2.59, 3.79], [-0.09, -3.79, 3.47], [0.32, -4.04, 2.16], [0.23, -3.06, 1.19], [-1.51, -0.37, -3.76], [1.07, -0.79, -3.50], [-2.03, 3.62, -3.41], [2.34, 3.95, -2.78], [0.21, 4.74, -3.96], [-3.32, 0.95, 1.21], [-3.33, -1.24, -0.82], [3.43, 2.11, -1.38], [2.58, 2.72, 0.10], [-1.98, 0.21, -3.08], [-3.29, 1.89, -2.11], [3.32, 0.34, 1.57], [3.35, -0.83, -1.18], [-1.64, -0.84, 2.93], [-0.75, -2.21, 4.81], [-0.05, -4.53, 4.25], [0.67, -5.01, 1.90], [0.70, -3.15, 0.22], [-0.17, -1.74, -1.43], [1.17, -1.72, -3.77], [0.12, -0.56, -3.72], [-1.88, -0.08, -4.61], [0.35, -1.16, -1.79], [-4.38, 1.17, 0.98], [-3.26, 0.19, 2.01], [-2.81, 1.87, 1.55], [-4.41, -1.06, -0.97], [-2.87, -1.64, -1.75], [-3.19, -1.99, -0.01], [4.41, -0.53, -1.24], [3.28, -1.85, -0.74], [2.86, -0.83, -2.17], [4.39, 0.60, 1.48], [2.83, 1.06, 2.24], [3.22, -0.66, 2.03], [1.48, -0.26, 4.36], [0.38, 0.66, 3.85], [-0.87, 0.51, 4.76], [0.47, 2.17, 3.66], [0.39, 0.31, 2.55], [1.31, -0.70, 5.32], [2.34, 0.34, 4.27], [1.58, -1.07, 3.63], [-0.49, 0.68, 5.78], [-1.60, 1.31, 4.58], [-1.47, -0.41, 4.90], [1.23, 2.53, 2.96], [-0.53, 2.40, 3.28], [0.71, 2.54, 4.66]], "mulliken_charge": [-1.1454, 1.0699, 0.1784, 0.4980, -0.8849, -0.2498, -1.4393, 0.5355, 1.8794, 0.6335, -1.2497, 0.3652, 0.4498, -0.8194, -0.5530, -0.8228, -0.2836, -0.6928, -0.6851, 0.3836, 0.3835, 0.3763, -1.1393, -1.1592, 0.4905, 0.4428, 0.2837, 0.2858, -0.9102, -1.1877, -0.2107, 0.2185, 0.4149, 0.4202, 0.2652, 0.1368, 0.3103, 0.3778, 0.2518, -0.1358, 0.5037, 0.3158, 0.2403, 0.4458, 0.3193, 0.2967, 0.4761, 0.3337, 0.1990, 0.5523, -0.0310, 0.2753, -1.7607, 1.9205, -2.0315, -1.6610, -0.8453, 0.3940, 0.4967, 0.1627, 0.5023, 0.4062, 0.4240, 0.2237, 0.3129, 0.4456]}

No. 2
{"formula": "CH4N2O2", "method": "wB97M-V/def2-TZVPD", "homo_ev": -9.947, "smiles": "NC(=O)NO", "symbols": ["N", "C", "O", "N", "O", "H", "H", "H", "H"], "xyz": [[-1.60, -0.60, -0.04], [-0.41, 0.06, -0.03], [-0.51, 1.33, 0.01], [0.66, -0.68, 0.11], [1.92, -0.01, -0.14], [-1.79, -1.30, -0.75], [-2.48, 0.08, 0.46], [0.67, -1.49, 0.67], [1.43, 0.70, 0.34]], "mulliken_charge": [-0.5076, 0.5939, -0.6596, -0.1750, -0.3666, 0.2307, 0.2999, 0.2418, 0.3424]}

No. 3
{"formula": "C2H6FN", "method": "wB97M-V/def2-TZVPD", "homo_ev": -9.265, "smiles": "NCCF", "symbols": ["N", "C", "C", "F", "H", "H", "H", "H", "H", "H"], "xyz": [[-0.92, -0.79, -0.60], [0.41, -0.24, -0.49], [0.48, 0.47, 0.80], [-0.52, 1.41, 0.76], [-1.49, -0.38, 0.12], [-1.31, -0.65, -1.52], [0.59, 0.45, -1.27], [1.15, -1.08, -0.46], [1.41, 1.00, 0.96], [0.20, -0.18, 1.70]], "mulliken_charge": [-0.5769, -0.2442, -0.4173, -0.2916, 0.2385, 0.2199, 0.2801, 0.2393, 0.2893, 0.2629]}

No. 4
{"formula": "C3H8O2P", "method": "wB97M-V/def2-TZVPD", "multiplicity": 3, "charge": -1, "homo_ev": [0.508, -5.359], "symbols": ["C", "C", "C", "O", "O", "P", "H", "H", "H", "H", "H", "H", "H", "H"], "xyz": [[-1.41, 0.32, 0.28], [0.05, -0.74, -1.49], [0.02, 0.10, -0.17], [2.56, -0.62, 0.69], [0.94, 0.46, 2.31], [1.14, -0.71, 1.08], [-1.76, 1.33, 0.66], [-2.10, -0.17, -0.47], [-1.41, -0.11, 1.28], [-0.45, -1.61, -1.36], [1.10, -0.84, -1.90], [-0.38, -0.19, -2.45], [0.56, 1.52, -0.41], [1.16, 1.26, 1.96]], "mulliken_spin": [0.2342, -0.0294, 1.5857, 0.2586, 0.0606, 0.5154, -0.2655, -0.0024, -0.0192, 0.0157, -0.1141, -0.0991, -0.0989, -0.0417]}

No. 5
{"formula": "C4H12", "method": "wB97M-V/def2-TZVPD", "homo_ev": -11.739, "smiles": "CC.CC", "symbols": ["C", "C", "H", "H", "H", "H", "H", "H", "C", "C", "H", "H", "H", "H", "H", "H"], "xyz": [[1.14, 1.71, 0.54], [0.68, 2.04, -0.87], [1.17, 2.62, 1.14], [0.50, 0.96, 1.00], [2.14, 1.28, 0.60], [0.79, 1.21, -1.57], [1.22, 2.91, -1.26], [-0.37, 2.33, -0.92], [-0.92, -1.46, -0.49], [-0.90, -2.32, 0.79], [-1.96, -1.29, -0.77], [-0.35, -0.55, -0.36], [-0.42, -1.97, -1.31], [-0.20, -1.91, 1.53], [-0.67, -3.36, 0.61], [-1.84, -2.20, 1.33]], "mulliken_charge": [-0.7721, -0.8914, 0.3050, 0.2224, 0.2518, 0.2884, 0.3265, 0.2743, -0.2255, -0.8928, 0.2981, -0.3179, 0.2852, 0.3049, 0.2856, 0.2575]}

No. 6
{"formula": "C2H6GaO2", "method": "wB97M-V/def2-TZVPD", "charge": 1, "homo_ev": -15.506, "symbols": ["C", "C", "O", "H", "H", "H", "H", "H", "Ga", "O", "H"], "xyz": [[-1.22, -0.91, 0.49], [-0.54, 0.27, -0.18], [-0.69, 1.40, 0.72], [-1.19, -0.85, 1.59], [-2.28, -0.99, 0.19], [-0.72, -1.85, 0.20], [-1.13, 0.50, -1.09], [-0.08, 2.10, 0.46], [1.29, -0.17, -0.71], [2.99, -0.13, -0.77], [3.56, 0.63, -0.90]], "mulliken_charge": [-1.2079, 0.1019, -0.4244, 0.3375, 0.3030, 0.3659, 0.3651, 0.3060, 0.8695, -0.3857, 0.3691]}